(1)
Here is a molecular structure, C30H30FN5O9SeV in a non-equilibrium geometry from the OMol25 dataset. Energies are from wB97M-V/def2-TZVPD.

The value obtained for the energy relative to the best compared isomer or geometry (same formula, charge and spin) is 109.9 kcal/mol. The calculation puts the electronic energy at -5556.93253 Eh. The value obtained for the orbital gap (spin up / spin down) is 6.74 / 6.89 eV. The total charge is +2. The spin multiplicity is 2.

Each line ends with the Löwdin spin population.
Positions of all 77 atoms, in Å:
V: -0.54059 -0.59731 1.10409  1.01
O: -2.89692 -0.68668 -2.10968  -0.01
C: -2.22843 0.01224 -1.42630  0.00
O: -1.55352 -0.53766 -0.35150  -0.03
C: -2.05318 1.50990 -1.58319  0.00
C: -2.45259 2.32503 -0.33127  0.00
C: -2.77300 3.75743 -0.76358  0.00
C: -1.35779 4.29732 -1.08446  0.00
C: -0.48386 3.09792 -0.70690  0.00
O: -1.20789 2.47348 0.36834  -0.01
C: -0.57787 2.01913 -1.80023  0.00
C: 0.40107 0.90635 -1.61128  -0.01
O: 1.88414 0.96316 0.19593  0.06
O: 0.85314 0.17549 -2.42088  -0.02
H: -2.66904 1.76885 -2.44191  0.00
H: -3.18342 1.84491 0.31336  0.00
H: -3.45345 3.79390 -1.61186  0.00
H: -3.22867 4.30354 0.06036  0.00
H: -1.23166 4.58602 -2.12651  0.00
H: -1.10778 5.15644 -0.46675  0.00
H: 0.52763 3.33704 -0.38505  0.00
H: -0.43504 2.38555 -2.81479  0.00
C: -1.50320 3.76887 7.22776  0.00
C: -1.46900 4.44782 5.86582  0.00
C: -2.52341 5.52678 5.68066  0.00
C: -3.91996 4.92714 5.74670  0.00
C: -4.04609 3.76984 4.79458  0.00
C: -5.27664 3.38095 4.31656  0.00
C: -5.39353 2.31733 3.42235  0.00
F: -6.60864 1.98406 2.99513  0.00
C: -4.30642 1.62564 2.96862  0.00
C: -3.03866 2.00176 3.43354  0.00
C: -1.86617 1.30772 2.96073  0.00
O: -2.00014 0.34087 2.12217  0.01
C: -0.61857 1.74450 3.44171  0.00
C: -0.56514 2.79401 4.34359  0.00
N: -1.63625 3.41780 4.79535  0.00
C: -2.90666 3.06327 4.34915  0.00
C: 0.65679 1.16572 2.99150  0.00
O: 1.73079 1.67915 3.12112  0.00
O: 0.53888 -0.06532 2.41132  -0.02
H: -1.39180 4.51719 8.01188  0.00
H: -0.68734 3.05260 7.32768  0.00
H: -2.44123 3.23807 7.39149  0.00
H: -0.48248 4.87775 5.69369  0.00
H: -2.37154 6.02050 4.71824  0.00
H: -2.38801 6.28032 6.45534  0.00
H: -4.67215 5.67703 5.50455  0.00
H: -4.14188 4.58675 6.76113  0.00
H: -6.17497 3.90188 4.62396  0.00
H: -4.41832 0.80820 2.27170  0.00
H: 0.39199 3.13167 4.72160  0.00
O: 2.53011 1.70595 -0.63260  0.50
N: 0.70994 0.58100 -0.16318  -0.45
C: 3.48310 -1.15736 2.42117  0.00
N: 2.75288 -2.37915 2.72907  0.00
C: 1.80273 -2.96074 1.99485  0.00
Se: 1.10078 -2.38829 0.33985  -0.01
N: 1.44645 -4.10728 2.59667  0.00
C: 2.19312 -4.29059 3.75349  0.00
C: 2.21896 -5.30523 4.70208  0.00
C: 3.11060 -5.14326 5.74319  0.00
C: 3.94182 -4.01648 5.83842  0.00
C: 3.91483 -3.00992 4.89403  0.00
C: 3.01892 -3.17521 3.84414  0.00
H: 3.23678 -0.85289 1.41101  0.00
H: 4.54922 -1.36564 2.48732  0.00
H: 3.20936 -0.36798 3.11757  0.00
H: 0.82510 -4.77622 2.17160  0.00
H: 1.58307 -6.17669 4.62918  0.00
H: 3.17514 -5.90634 6.50636  0.00
H: 4.62465 -3.94030 6.67320  0.00
H: 4.55918 -2.14508 4.96893  0.00
N: -1.80062 -2.22105 1.65940  0.00
H: -1.64842 -2.61195 2.58623  0.00
H: -1.68264 -2.97920 0.99292  0.00
H: -2.75318 -1.87372 1.62598  0.00

Atoms 1-2, force components in eV/Å:
V -0.71 -0.38 -0.72
O -0.07 0.04 -0.07

(2)
Here is a single C7H7NO6 molecule in a non-equilibrium geometry from the OMol25 dataset. Energies are from wB97M-V/def2-TZVPD.

The value obtained for the energy relative to the best compared isomer or geometry (same formula, charge and spin) is 45.4 kcal/mol. The calculation puts the electronic energy at -776.97274 Eh. Its SMILES is CC(=O)OC(=O)[C@H](C=O)/C=C\[N+](=O)[O-]. The value obtained for the orbital gap is 9.42 eV. The total charge is 0.

Each line ends with the Löwdin charge.
Positions of all 21 atoms, in Å:
C: -3.23258 -1.11628 0.83665  0.03
C: -2.24620 -0.66821 -0.22635  -0.48
O: -2.26570 -0.96427 -1.39986  0.13
O: -1.58216 0.38954 0.29931  0.12
C: -0.53319 1.02241 -0.18151  -0.43
O: -0.38597 2.17249 0.04015  0.19
C: 0.53129 0.07124 -0.88976  -0.16
C: 0.80926 -1.08141 0.04513  -0.22
O: -0.01315 -1.53698 0.80617  0.08
C: 1.73465 0.72440 -1.34813  0.00
C: 2.71129 0.99435 -0.48913  0.00
N: 2.59767 1.10593 0.92916  -0.36
O: 3.28501 1.95492 1.42554  0.12
O: 1.90315 0.31247 1.53338  0.09
H: -3.55534 -2.10359 0.47786  0.09
H: -3.98943 -0.47228 1.11077  0.06
H: -2.76567 -1.49896 1.84658  0.14
H: -0.31373 -0.22855 -1.65534  0.19
H: 1.82445 -1.47987 0.03603  0.14
H: 1.90624 0.89191 -2.43729  0.15
H: 3.58011 1.51075 -0.75939  0.12

Atoms 1-2, force components in eV/Å:
C 2.93 -4.59 1.01
C -1.91 0.43 -0.04

(3)
Here is a molecular structure, C43H63KN5OP from the OMol25 dataset. Energies are from wB97M-V/def2-TZVPD.

The value obtained for the energy relative to the best compared isomer or geometry (same formula, charge and spin) is 0.0 kcal/mol. The calculation puts the electronic energy at -2966.75829 Eh. The value obtained for the orbital gap is 6.25 eV. The total charge is 0.

Each line ends with the Löwdin charge.
Positions of all 114 atoms, in Å:
K: 0.66045 -0.76366 0.71351  0.83
C: 0.13382 1.71658 -6.42115  -0.08
C: -0.60620 0.93590 -5.33937  -0.36
C: -1.60740 -0.02631 -5.98586  -0.05
C: -1.30212 1.82311 -4.31627  -0.12
C: -1.44037 3.19090 -4.51394  -0.04
C: -2.09885 3.99214 -3.59220  -0.08
C: -2.64531 3.41934 -2.45982  -0.05
C: -2.54333 2.05034 -2.22048  -0.15
C: -3.20135 1.49589 -0.96598  -0.35
C: -2.22111 0.94822 0.08028  -0.06
C: -4.28749 0.45962 -1.27004  -0.06
C: -1.85326 1.25987 -3.14781  -0.17
N: -1.71503 -0.12795 -2.89601  0.12
C: -0.54758 -0.49623 -2.53989  -0.10
C: -0.18568 -1.84589 -2.13229  -0.17
C: -1.16564 -2.84986 -2.09996  -0.04
C: -0.92790 -4.08103 -1.53189  -0.11
C: 0.32673 -4.30910 -0.94426  -0.10
C: 1.31305 -3.35281 -0.98357  -0.07
C: 1.14059 -2.09891 -1.64677  -0.42
N: 2.14524 -1.20663 -1.58880  0.02
C: 2.44024 -0.33469 -2.63068  -0.22
C: 2.64752 -0.82770 -3.95332  -0.13
C: 3.03532 0.04668 -4.95686  -0.06
C: 3.25141 1.39661 -4.71266  -0.10
C: 3.05443 1.87556 -3.43390  -0.05
C: 2.64222 1.04300 -2.39707  -0.16
C: 2.42293 1.67706 -1.03422  -0.40
C: 3.75321 2.01944 -0.36192  -0.06
C: 1.49649 2.89739 -1.10223  -0.06
C: 2.54151 -2.31782 -4.24055  -0.37
C: 3.73990 -3.05015 -3.62815  -0.06
C: 2.41976 -2.66401 -5.72373  -0.08
H: 0.67500 1.01964 -7.06326  0.08
H: 0.86053 2.40763 -5.99388  0.07
H: -0.55960 2.27863 -7.05192  0.08
H: 0.14517 0.34094 -4.81261  0.11
H: -2.36754 0.53723 -6.53289  0.09
H: -2.10872 -0.64417 -5.24127  0.07
H: -1.09572 -0.68223 -6.69353  0.07
H: -1.01933 3.64963 -5.39749  0.10
H: -2.18726 5.05757 -3.76229  0.10
H: -3.16950 4.04061 -1.74186  0.11
H: -3.69569 2.35322 -0.49931  0.12
H: -1.81334 -0.01725 -0.22753  0.04
H: -2.75926 0.77554 1.01761  0.07
H: -1.40584 1.65040 0.27726  0.08
H: -3.85428 -0.43445 -1.71716  0.06
H: -5.02016 0.86486 -1.96940  0.08
H: -4.81134 0.17935 -0.35196  0.07
H: 0.23834 0.25948 -2.46335  0.13
H: -2.13856 -2.60941 -2.51481  0.11
H: -1.69196 -4.84695 -1.52054  0.09
H: 0.53038 -5.25974 -0.46332  0.10
H: 2.28672 -3.53702 -0.54230  0.11
H: 3.18854 -0.32915 -5.95982  0.10
H: 3.56233 2.05849 -5.51082  0.10
H: 3.21439 2.92923 -3.23357  0.11
H: 1.91849 0.95002 -0.39867  0.05
H: 4.30395 2.74544 -0.96332  0.08
H: 4.37374 1.12747 -0.26428  0.08
H: 3.59734 2.45282 0.62987  0.07
H: 1.95411 3.71972 -1.65377  0.07
H: 1.27415 3.26575 -0.09632  0.08
H: 0.55431 2.65334 -1.60059  0.07
H: 1.63704 -2.70381 -3.76860  0.12
H: 4.65772 -2.73961 -4.13426  0.08
H: 3.63361 -4.13149 -3.74388  0.08
H: 3.83566 -2.81804 -2.56753  0.06
H: 3.33625 -2.43427 -6.27133  0.07
H: 1.59311 -2.12926 -6.19664  0.07
H: 2.23495 -3.73437 -5.83135  0.08
O: -0.73115 -1.54079 2.62793  -0.41
P: -1.51674 -2.11393 3.75738  0.55
N: -2.02574 -1.01140 4.88469  -0.20
C: -1.24627 -0.67859 6.07877  -0.19
C: -0.52258 0.63454 5.73290  -0.15
C: -1.36980 1.26599 4.60485  -0.15
C: -2.52255 0.27389 4.37722  -0.20
N: -0.65029 -3.25422 4.57370  -0.20
C: 0.74889 -3.53846 4.24939  -0.19
C: 0.71372 -4.93867 3.61413  -0.15
C: -0.58015 -5.58538 4.16078  -0.15
C: -1.20466 -4.51161 5.06902  -0.19
N: -2.90931 -2.83182 3.23495  -0.19
C: -4.28445 -2.40157 3.46976  -0.18
C: -4.78009 -1.90616 2.09656  -0.15
C: -3.83769 -2.57322 1.06765  -0.15
C: -2.91361 -3.46434 1.90918  -0.18
H: -0.57635 -1.49322 6.34096  0.10
H: -1.93831 -0.52638 6.91186  0.12
H: 0.48573 0.42247 5.37650  0.10
H: -0.43507 1.28336 6.60335  0.10
H: -0.78086 1.35620 3.69242  0.10
H: -1.73992 2.25780 4.86044  0.11
H: -2.80842 0.19400 3.32863  0.09
H: -3.40719 0.56467 4.95174  0.12
H: 1.33572 -3.54956 5.17334  0.12
H: 1.15360 -2.77534 3.59036  0.10
H: 1.60642 -5.51258 3.85896  0.11
H: 0.66395 -4.84752 2.52856  0.10
H: -0.39105 -6.50993 4.70478  0.10
H: -1.26204 -5.81779 3.34231  0.10
H: -0.89083 -4.65476 6.10776  0.12
H: -2.29092 -4.49596 5.03698  0.11
H: -4.33505 -1.65500 4.25710  0.10
H: -4.87565 -3.26480 3.79312  0.12
H: -4.70450 -0.81913 2.03303  0.09
H: -5.82556 -2.16763 1.93691  0.11
H: -3.24500 -1.82056 0.54872  0.08
H: -4.37347 -3.14566 0.31163  0.11
H: -1.90770 -3.53786 1.49951  0.10
H: -3.32626 -4.47439 2.00055  0.12

Atoms 1-2, force components in eV/Å:
K -0.04 -0.03 0.13
C -0.03 -0.02 0.03

(4)
Here is a molecular structure, C17H24CaF6N7O10S2 in a non-equilibrium geometry from the OMol25 dataset. Energies are from wB97M-V/def2-TZVPD.

The calculation puts the electronic energy at -3871.16223 Eh. The value obtained for the orbital gap is 6.91 eV. The total charge is -1.

Each line ends with the Löwdin charge.
Positions of all 67 atoms, in Å:
Ca: 0.22203 0.29507 0.29825  1.33
N: -0.26466 1.63422 -2.44870  0.01
C: 0.34676 0.67842 -3.37309  -0.26
C: -0.27216 -0.68898 -3.15753  -0.22
N: 0.03396 -1.24122 -1.84247  -0.11
C: 1.03382 -2.31265 -1.79155  -0.21
C: 2.38131 -1.82914 -1.27079  -0.24
N: 2.21005 -1.31521 0.09613  -0.05
H: 0.24911 2.50216 -2.38418  0.06
H: -1.22801 1.83683 -2.68379  0.08
H: 0.25679 0.94303 -4.43348  0.10
H: 1.41389 0.63774 -3.13511  0.10
H: -1.35949 -0.60138 -3.22904  0.11
H: 0.05876 -1.35744 -3.96246  0.11
H: -0.84151 -1.52095 -1.39869  0.07
H: 0.66926 -3.09219 -1.11736  0.12
H: 1.17341 -2.76775 -2.77769  0.11
H: 3.10175 -2.65057 -1.32683  0.10
H: 2.75456 -1.01626 -1.89910  0.10
H: 1.82105 -2.03655 0.69831  0.08
H: 3.08976 -1.01515 0.50165  0.06
F: 1.37320 2.97379 4.34288  0.15
C: 2.27602 2.00513 4.22163  -0.70
F: 2.02746 1.05841 5.11890  0.15
F: 3.48488 2.50803 4.43301  0.15
S: 2.18732 1.23009 2.57998  0.62
O: 0.80154 0.76321 2.47484  -0.39
O: 3.21173 0.21740 2.57868  -0.27
N: 2.52436 2.47716 1.65741  -0.27
S: 2.88473 2.23769 0.13567  0.63
O: 1.82387 1.53252 -0.60274  -0.46
O: 4.23055 1.81139 -0.11624  -0.26
C: 2.78952 3.93763 -0.50737  -0.70
F: 1.55761 4.41154 -0.46726  0.16
F: 3.19338 3.88782 -1.77847  0.14
F: 3.59676 4.73985 0.17853  0.15
C: -2.98332 3.81877 0.42650  -0.02
C: -2.23364 2.52704 0.31157  -0.31
N: -1.02034 2.37632 0.75607  -0.06
O: -0.52746 3.53758 1.43498  -0.10
C: -2.90158 1.38555 -0.31152  -0.34
C: -4.33058 1.37063 -0.72959  -0.06
N: -2.15305 0.30721 -0.45933  -0.17
O: -2.72981 -0.70761 -0.98990  -0.17
H: -2.31210 4.63822 0.65537  0.07
H: -3.73711 3.75282 1.21671  0.09
H: -3.50418 4.01889 -0.51037  0.08
H: -0.94168 3.49494 2.30819  0.08
H: -4.84638 2.29554 -0.46870  0.06
H: -4.84666 0.53081 -0.25521  0.08
H: -4.43127 1.19787 -1.80713  0.07
O: -0.77422 -3.53494 2.08140  0.02
C: -1.06124 -2.35106 1.90261  -0.61
O: -0.48552 -1.50353 1.15682  -0.23
C: -2.28318 -1.78362 2.59479  -0.09
C: -3.22262 -2.64211 3.15413  0.00
C: -4.37076 -2.14655 3.76238  -0.06
C: -4.58697 -0.77569 3.83083  -0.02
C: -3.62403 0.05068 3.28981  -0.13
C: -2.48775 -0.41446 2.67359  0.06
N: -3.82591 1.53285 3.37434  -0.33
O: -4.92827 1.93020 3.69743  0.06
O: -2.84760 2.24169 3.24631  0.07
H: -3.02368 -3.70358 3.09504  0.12
H: -5.10136 -2.82535 4.18401  0.10
H: -5.46556 -0.35000 4.29280  0.11
H: -1.77744 0.28844 2.25447  0.10

Atoms 1-2, force components in eV/Å:
Ca -1.15 -0.22 -1.47
N 0.13 -0.12 -0.08

(5)
Here is 2 unconnected molecules or ions with the total composition C2H8NS from the OMol25 dataset. Energies are from wB97M-V/def2-TZVPD.

The value obtained for the energy relative to the best compared isomer or geometry (same formula, charge and spin) is 7.1 kcal/mol. The calculation puts the electronic energy at -533.95975 Eh. The value obtained for the orbital gap is 6.91 eV. The total charge is -1.

Each line ends with the Löwdin charge.
Positions of all 12 atoms, in Å:
S: -0.71606 0.54074 1.92209  -0.22
H: -1.47145 -0.48866 2.33639  -0.48
C: 0.04345 -1.39183 -1.71040  -0.19
N: 0.06152 0.03530 -1.42339  -0.21
C: 1.32577 0.43250 -0.83039  -0.24
H: -0.96474 -1.69204 -1.99249  0.06
H: 0.69071 -1.60478 -2.56153  0.06
H: 0.37108 -1.99927 -0.85838  0.07
H: -0.61831 0.19171 -0.67328  -0.01
H: 2.17102 0.33476 -1.51025  0.06
H: 1.55524 -0.13771 0.08487  0.03
H: 1.24034 1.46723 -0.50325  0.06

Atoms 1-2, force components in eV/Å:
S -0.08 -0.03 0.01
H -0.03 0.00 0.01